ORCA calculation (wB97M-V/def2-TZVPD) on a molecular structure, C44H43FMnN3OSe2Si2.

Atoms and positions in Å:
Mn (0.62769, -0.29902, 0.25734)
Se (3.44014, -1.62407, 2.87188)
Se (2.06944, 0.83152, 3.62457)
C (0.66905, -0.13745, 4.46391)
C (0.55137, -0.07706, 5.86235)
C (-0.42081, -0.82106, 6.49946)
C (-1.24849, -1.62811, 5.73378)
C (-1.07253, -1.61692, 4.36426)
N (-0.15453, -0.88277, 3.72732)
C (3.87756, -0.89511, 1.17180)
C (5.24429, -0.89450, 0.83343)
C (5.68656, -0.28464, -0.31922)
C (4.74855, 0.32215, -1.14645)
C (3.42334, 0.23319, -0.79003)
N (2.97050, -0.36409, 0.33370)
H (1.24605, 0.54014, 6.41316)
H (-0.52485, -0.78722, 7.57814)
H (-2.01740, -2.24631, 6.18008)
H (-1.71718, -2.22934, 3.73884)
H (5.92918, -1.37160, 1.51815)
H (6.74190, -0.26958, -0.56606)
H (5.02800, 0.83970, -2.05461)
H (2.67662, 0.64312, -1.44631)
C (0.57552, -1.13528, -4.97988)
Si (0.61935, -1.33395, -3.10365)
C (-0.80390, -2.48941, -2.76212)
C (2.24945, -2.20294, -2.76332)
N (0.56281, 0.04000, -2.06404)
C (0.58831, 1.34589, -2.46165)
C (0.38807, 1.80033, -3.78822)
C (0.52286, 3.12411, -4.16543)
C (0.86556, 4.09063, -3.23212)
C (1.00638, 3.70549, -1.90340)
C (0.83675, 2.38290, -1.53303)
O (0.91259, 1.96802, -0.17157)
C (1.04133, 3.01795, 0.74782)
C (-0.05983, 3.76768, 1.11144)
C (0.09836, 4.81267, 2.01157)
C (1.35824, 5.11514, 2.51543)
C (2.45898, 4.37314, 2.10912)
C (2.30188, 3.32096, 1.21771)
H (0.68876, -2.13260, -5.42176)
H (1.37998, -0.50283, -5.36814)
H (-0.38235, -0.73119, -5.32575)
H (-0.66618, -3.43864, -3.29518)
H (-1.74630, -2.04306, -3.09079)
H (-0.88901, -2.71221, -1.70262)
H (2.26699, -3.21776, -3.18065)
H (2.40669, -2.28084, -1.68724)
H (3.09329, -1.64350, -3.18317)
H (0.09998, 1.07182, -4.53013)
H (0.34927, 3.40124, -5.20038)
H (1.01874, 5.12420, -3.51587)
H (1.23794, 4.45923, -1.16595)
H (-1.02930, 3.54476, 0.68495)
H (-0.76675, 5.39232, 2.31043)
H (1.48315, 5.93227, 3.21532)
H (3.44669, 4.60601, 2.48799)
H (3.14960, 2.73796, 0.87920)
C (-4.14657, 1.70055, -3.54382)
C (-4.29964, 0.34555, -3.27732)
C (-3.60033, -0.24166, -2.22833)
C (-2.73751, 0.50041, -1.41658)
C (-2.61866, 1.86560, -1.69304)
C (-3.30491, 2.46200, -2.74197)
Si (-1.83524, -0.32926, 0.03935)
C (-2.77942, 0.50666, 1.49122)
C (-2.18033, 1.40233, 2.37979)
C (-2.87924, 1.96748, 3.44232)
C (-4.20947, 1.62885, 3.64896)
C (-4.83167, 0.74159, 2.77616)
C (-4.12539, 0.19454, 1.71357)
H (-4.68154, 2.16005, -4.36708)
H (-4.96474, -0.25529, -3.88764)
H (-3.73747, -1.30089, -2.02825)
H (-1.97794, 2.48937, -1.07754)
H (-3.17288, 3.51982, -2.93768)
H (-2.58068, -1.62902, 0.04712)
H (-1.12984, 1.64304, 2.26568)
H (-2.37618, 2.65685, 4.11137)
H (-4.75487, 2.04406, 4.48836)
H (-5.87298, 0.47812, 2.92880)
H (-4.62960, -0.49176, 1.03737)
F (0.18009, -7.50128, -1.29059)
C (0.24693, -6.24638, -0.78499)
C (-0.91013, -5.64299, -0.34037)
C (-0.82812, -4.36539, 0.19208)
C (0.38944, -3.68181, 0.28863)
C (0.47002, -2.35929, 0.94561)
C (1.53360, -4.34518, -0.16203)
C (1.47238, -5.62007, -0.70803)
H (-1.85232, -6.17154, -0.40971)
H (-1.72936, -3.87713, 0.55079)
H (1.44673, -2.22385, 1.41319)
H (-0.28864, -2.28617, 1.70564)
H (2.49735, -3.86092, -0.05434)
H (2.36075, -6.12856, -1.06117)

Net charge: -1
ΔE to the lowest compared entry with this formula, charge and spin: 14.14 kcal/mol
2S+1: 6
<S²>: 9.212
HOMO energy (alpha / beta): -3.90 / -4.51 eV



ORCA calculation (wB97M-V/def2-TZVPD) on a molecular structure, C44H43N4O6S4Sn.

Atoms and positions in Å:
Sn (-0.34182, -0.32276, 0.57588)
O (2.41076, -2.03063, 4.55032)
C (1.98549, -1.25152, 3.54471)
O (1.08189, -0.46797, 3.64148)
C (2.80488, -1.50744, 2.29716)
O (2.36409, -0.69457, 1.24401)
C (3.02611, 0.54670, 1.09016)
C (2.07266, 1.55432, 0.45628)
O (2.53129, 2.43867, -0.23660)
O (0.81286, 1.42386, 0.74724)
H (1.84393, -1.85089, 5.31950)
H (2.67871, -2.55457, 2.01928)
H (3.85906, -1.33910, 2.53908)
H (3.91352, 0.44447, 0.46183)
H (3.32202, 0.95442, 2.06320)
N (-2.07280, 0.96506, -0.13800)
S (-2.63878, 2.14995, -0.75634)
N (-3.25899, 1.88663, -2.27669)
S (-2.34665, 1.86414, -3.51243)
N (-0.91430, 1.30275, -3.51757)
S (-0.27710, -0.12032, -2.98272)
N (0.18044, -0.29880, -1.61789)
C (1.05697, -0.20765, -4.15948)
C (0.89926, 0.08201, -5.50918)
C (1.99844, -0.00716, -6.34477)
C (3.23960, -0.36319, -5.82662)
C (3.38550, -0.63193, -4.47623)
C (2.28607, -0.56053, -3.62921)
C (-1.49255, -1.33037, -3.48421)
C (-2.53781, -1.49055, -2.57916)
C (-3.50883, -2.44330, -2.83693)
C (-3.42966, -3.22978, -3.97845)
C (-2.37311, -3.07269, -4.86154)
C (-1.39125, -2.12031, -4.61896)
C (-2.11508, 3.50068, -4.15897)
C (-3.26205, 4.27415, -4.29615)
C (-3.14380, 5.55161, -4.81080)
C (-1.89278, 6.04074, -5.17020)
C (-0.75987, 5.25799, -5.01925)
C (-0.86198, 3.96957, -4.51068)
C (-3.35368, 1.07068, -4.73737)
C (-2.88156, 1.09261, -6.04449)
C (-3.61830, 0.45990, -7.02925)
C (-4.80653, -0.18249, -6.70048)
C (-5.26614, -0.18754, -5.39303)
C (-4.53939, 0.44522, -4.39342)
C (-1.65980, 3.62447, -0.99042)
C (-2.26607, 4.87581, -1.07565)
C (-1.47897, 5.97736, -1.36039)
C (-0.10758, 5.82754, -1.53944)
C (0.48108, 4.57844, -1.43950)
C (-0.29844, 3.46058, -1.17794)
C (-4.11222, 2.75038, 0.03938)
C (-5.26879, 3.10804, -0.63782)
C (-6.36050, 3.55567, 0.09292)
C (-6.28376, 3.64693, 1.47489)
C (-5.12094, 3.28458, 2.13950)
C (-4.02654, 2.82698, 1.42359)
H (-0.06510, 0.37642, -5.89605)
H (1.89320, 0.20908, -7.39891)
H (4.09655, -0.42203, -6.48280)
H (4.35580, -0.89015, -4.07641)
H (2.36105, -0.75755, -2.56825)
H (-2.57729, -0.88622, -1.67988)
H (-4.32274, -2.57796, -2.13841)
H (-4.18666, -3.97573, -4.17312)
H (-2.30232, -3.69903, -5.73940)
H (-0.55810, -2.01949, -5.29811)
H (-4.22654, 3.87907, -4.00710)
H (-4.02412, 6.16785, -4.92913)
H (-1.80376, 7.04275, -5.56653)
H (0.21061, 5.64775, -5.29180)
H (0.00754, 3.34396, -4.37395)
H (-1.96958, 1.62124, -6.28772)
H (-3.27212, 0.47338, -8.05329)
H (-5.37888, -0.67705, -7.47263)
H (-6.19302, -0.68487, -5.14539)
H (-4.86983, 0.44600, -3.36552)
H (-3.32795, 4.99528, -0.91836)
H (-1.93367, 6.95622, -1.42587)
H (0.50390, 6.69617, -1.74235)
H (1.55042, 4.45482, -1.53536)
H (0.15506, 2.48728, -1.08647)
H (-5.31286, 3.03165, -1.71272)
H (-7.27189, 3.83195, -0.41858)
H (-7.13683, 3.99887, 2.03792)
H (-5.06780, 3.35082, 3.21692)
H (-3.11907, 2.52010, 1.92561)
O (1.03303, -3.38146, 0.38669)
S (1.77436, -3.05616, -0.87419)
C (3.16334, -4.22088, -1.01385)
C (3.09777, -4.81079, -2.41617)
C (1.61689, -5.10752, -2.65492)
C (0.87538, -3.83442, -2.26141)
H (2.97501, -4.96983, -0.24385)
H (4.08814, -3.69283, -0.79181)
H (3.72631, -5.69568, -2.50795)
H (3.45085, -4.07900, -3.14742)
H (1.30032, -5.93407, -2.01678)
H (1.41212, -5.38798, -3.68762)
H (-0.13790, -3.98537, -1.89271)
H (0.85172, -3.10480, -3.07417)

Net charge: +1
ΔE to the lowest compared entry with this formula, charge and spin: 0.00 kcal/mol
HOMO energy: -10.39 eV



ORCA calculation (wB97M-V/def2-TZVPD) on a molecular structure, C44H44BN7ReS.

Atoms and positions in Å:
Re (0.71391, 0.32268, 0.50129)
C (-4.07376, -2.87522, 0.87632)
C (-3.05553, -2.18537, 0.03028)
C (-2.96800, -2.11594, -1.34260)
C (-1.82244, -1.34077, -1.59593)
N (-1.26378, -0.97297, -0.44907)
N (-2.01949, -1.49345, 0.55062)
B (-1.66555, -1.26275, 2.06386)
N (-0.26314, -1.88715, 2.28650)
N (0.66285, -1.67545, 1.30613)
C (1.50164, -2.71521, 1.32998)
C (1.15742, -3.56598, 2.39098)
C (0.01849, -3.02223, 2.95116)
C (-0.82666, -3.54537, 4.06438)
C (2.45244, -3.05412, 0.25502)
C (3.63970, -3.71604, 0.54699)
C (4.47725, -4.14423, -0.47341)
C (4.12160, -3.93117, -1.79798)
C (2.92596, -3.28860, -2.09722)
C (2.09724, -2.85129, -1.07701)
N (-1.74095, 0.25329, 2.34168)
N (-1.35277, 1.05348, 1.32876)
C (-1.92306, 2.23152, 1.50928)
C (-2.64804, 2.22604, 2.71343)
C (-2.52235, 0.93652, 3.20384)
C (-3.11106, 0.31355, 4.42488)
C (-1.94224, 3.23981, 0.43572)
C (-2.02532, 2.81437, -0.89015)
C (-2.16383, 3.73527, -1.91716)
C (-2.22323, 5.09401, -1.63128)
C (-2.13857, 5.52370, -0.31332)
C (-2.00126, 4.60177, 0.71497)
C (-1.25516, -0.93057, -2.89796)
C (-0.09488, -0.16511, -2.97710)
C (0.44289, 0.20591, -4.19804)
C (-0.18144, -0.17879, -5.37697)
C (-1.34197, -0.93741, -5.31459)
C (-1.87158, -1.31079, -4.08768)
H (-4.80814, -3.35866, 0.23448)
H (-4.59568, -2.17290, 1.52759)
H (-3.61800, -3.63747, 1.50976)
H (-3.64165, -2.56970, -2.04985)
H (-2.45201, -1.82887, 2.76788)
H (1.63404, -4.49529, 2.65571)
H (-0.31223, -4.37283, 4.54986)
H (-1.78949, -3.90599, 3.70074)
H (-1.02491, -2.77389, 4.80878)
H (3.92219, -3.87510, 1.58147)
H (5.40675, -4.64432, -0.23280)
H (4.77381, -4.26529, -2.59488)
H (2.63677, -3.12444, -3.12817)
H (1.15583, -2.36816, -1.30584)
H (-3.24377, 3.02346, 3.12622)
H (-3.57912, 1.08306, 5.03585)
H (-2.34364, -0.18041, 5.02239)
H (-3.86586, -0.43255, 4.17220)
H (-2.00631, 1.75041, -1.10318)
H (-2.23659, 3.38923, -2.94091)
H (-2.33921, 5.81449, -2.43114)
H (-2.18247, 6.58102, -0.08382)
H (-1.93231, 4.93841, 1.74304)
H (0.41315, 0.13423, -2.07200)
H (1.35714, 0.78704, -4.22774)
H (0.23552, 0.10561, -6.33432)
H (-1.83755, -1.24425, -6.22680)
H (-2.77542, -1.90616, -4.05639)
S (1.70025, 2.98021, 3.99287)
C (1.73305, 1.37751, 4.59964)
C (1.54672, 0.44437, 3.62643)
C (1.36829, 1.02220, 2.32955)
C (1.42486, 2.39168, 2.40008)
C (1.28060, 3.17192, 1.18608)
C (1.49808, 4.54029, 1.06587)
C (1.44121, 5.12806, -0.18246)
C (1.18760, 4.33390, -1.29238)
C (0.98335, 2.98365, -1.10106)
N (0.99530, 2.41141, 0.10828)
H (1.90880, 1.21159, 5.65152)
H (1.56325, -0.61912, 3.82583)
H (1.72145, 5.11821, 1.95317)
H (1.60325, 6.19238, -0.29549)
H (1.15142, 4.74651, -2.29045)
H (0.78030, 2.32343, -1.93451)
C (4.20481, 1.81383, -0.06509)
C (3.93055, 0.29674, -0.15819)
C (4.33753, -0.31769, 1.19007)
C (4.82349, -0.28841, -1.25692)
C (2.47992, 0.00390, -0.49169)
H (5.27690, 1.99636, 0.06609)
H (3.68509, 2.24938, 0.79274)
H (3.88040, 2.33169, -0.97354)
H (5.33358, 0.02992, 1.48258)
H (4.36409, -1.40826, 1.13294)
H (3.63490, -0.03042, 1.97424)
H (5.88283, -0.14815, -1.01694)
H (4.62470, 0.20120, -2.21517)
H (4.63691, -1.35887, -1.37531)
H (2.33655, -0.08308, -1.57942)

2S+1: 4
<S²>: 3.772
HOMO energy (alpha / beta): -5.02 / -6.84 eV